No. 1
This record from OMol25 describes one molecule with the formula C6H13N. The level of theory is ωB97M-V/def2-TZVPD.

CARTESIAN COORDINATES (ANGSTROEM)
C 1.66779 -0.09656 2.01236
C 0.97662 -0.74859 0.85483
C 0.86495 0.09037 -0.40094
C -0.46663 0.86966 -0.50609
C -0.65843 2.17623 -0.69763
C -1.62752 -1.08330 -1.36149
N -1.58828 -0.01609 -0.33833
H 2.71998 0.11684 1.85328
H 1.73797 -0.88228 2.80222
H 1.14355 0.66610 2.58593
H -0.04940 -0.98681 1.15907
H 1.30793 -1.76712 0.65095
H 1.73928 0.73950 -0.58570
H 0.95612 -0.49364 -1.33336
H -1.63155 2.48012 -1.04364
H 0.22201 2.80996 -0.62650
H -0.97999 -1.90288 -0.99605
H -2.63416 -1.49191 -1.43722
H -1.21832 -0.91162 -2.34895
H -2.48192 0.43201 -0.24272

Results
Charge: 0
Energy relative to the best compared isomer or geometry (same formula, charge and spin), eV: 1.225
Spin multiplicity: 1
E_tot, eV: -7921.608
Maximum force, eV/Å: 2.731
Structure (SMILES): C=C(CCC)NC

Atom charges from the Löwdin analysis, given in e for atoms 1 to 6: -0.12, -0.29, -0.17, -0.37, 0.04, -0.11



No. 2
This record from OMol25 describes C15H30F2HfO5 as an isolated structure. The level of theory is ωB97M-V/def2-TZVPD.

CARTESIAN COORDINATES (ANGSTROEM)
Hf -3.17644 0.33777 3.91774
F -3.35148 -3.17424 4.48323
F -0.95986 -0.85283 1.34647
C 2.83295 -1.57177 -2.91100
C 1.82002 -2.54859 -3.35461
O 1.21301 -2.39973 -4.42203
C 1.51698 -3.69143 -2.38936
H 2.33096 -1.15350 -2.03856
H 3.07177 -0.88824 -3.72577
H 3.75733 -2.07208 -2.62235
H 2.41206 -4.26910 -2.15864
H 0.76632 -4.35352 -2.82093
H 1.08966 -3.23956 -1.49420
C 1.54834 5.31081 4.41173
C 1.34760 4.46750 3.18648
O 0.42211 3.65767 3.09215
C 2.36461 4.54137 2.05715
H 0.97403 4.89789 5.24105
H 1.06205 6.24744 4.13910
H 2.58656 5.51114 4.67644
H 3.19283 5.21909 2.26418
H 1.87852 4.95810 1.17503
H 2.65470 3.51601 1.82782
C -2.38181 4.27784 -5.09266
C -2.62869 3.62662 -3.78449
O -3.41554 4.01119 -2.94012
C -1.64116 2.45358 -3.44026
H -2.83654 5.24513 -5.30634
H -2.57804 3.63281 -5.94913
H -1.30660 4.41344 -5.20937
H -0.64822 2.69379 -3.06015
H -1.69109 1.69025 -4.21674
H -2.10241 1.86304 -2.64866
C -7.37074 -3.02689 -0.45512
C -6.04345 -2.23826 -0.54220
O -5.62012 -1.58016 0.42803
C -5.32339 -2.33066 -1.90032
H -8.08006 -2.53308 -1.11928
H -7.71372 -2.84901 0.56411
H -7.12795 -4.05345 -0.72961
H -4.43693 -2.95183 -1.77212
H -4.97057 -1.38513 -2.31213
H -6.02638 -2.74436 -2.62334
C 4.12975 -2.55475 3.26910
C 5.63811 -2.73290 3.27871
O 6.27059 -2.59891 2.23185
C 6.21423 -2.82143 4.66451
H 3.84567 -1.53848 3.54222
H 3.71443 -3.16335 4.07234
H 3.71884 -2.72737 2.27438
H 6.24483 -3.87448 4.94423
H 5.57788 -2.21494 5.30897
H 7.23452 -2.43854 4.64228

Results
Charge: +2
Energy relative to the best compared isomer or geometry (same formula, charge and spin), eV: 18.619
Spin multiplicity: 1
E_tot, eV: -32985.638
Maximum force, eV/Å: 3.325

Atom charges from the Löwdin analysis, given in e for atoms 1 to 6: 1.56, -0.55, -0.55, 0.01, -0.41, 0.17



No. 3
This record from OMol25 describes C19H39AsNNiO2PSi as an isolated structure. The level of theory is ωB97M-V/def2-TZVPD.

CARTESIAN COORDINATES (ANGSTROEM)
Ni -1.08436 -0.65931 0.44425
N -2.43033 -0.59014 -1.21808
C -3.74567 -0.90760 -0.62607
C -3.59791 -1.92993 0.52760
O -4.57163 -2.59587 0.83315
O -2.43869 -1.95781 1.08603
H -2.48882 0.22818 -1.81274
H -2.13161 -1.36270 -1.80465
H -4.45839 -1.29981 -1.34978
H -4.15679 -0.00092 -0.17936
C 0.01206 -3.49504 2.93035
C 1.10714 -2.49549 2.54704
P 0.81647 -1.76916 0.88657
C 2.31290 -0.71631 0.56877
C 3.58211 -1.00756 1.36661
C 1.01370 -3.20898 -0.24900
C 2.39652 -3.85083 -0.31852
H 0.09947 -3.76315 3.98310
H 0.09218 -4.41316 2.34727
H -0.97946 -3.07210 2.75873
H 2.09329 -2.95942 2.58164
H 1.10149 -1.65803 3.24932
H 1.99826 0.31455 0.75260
H 2.50848 -0.79747 -0.50397
H 3.42028 -0.84738 2.43229
H 4.37904 -0.33496 1.04625
H 3.93076 -2.02969 1.22189
H 0.71878 -2.85875 -1.23973
H 0.26181 -3.93608 0.06810
H 3.11984 -3.17472 -0.77634
H 2.35478 -4.75364 -0.92869
H 2.76331 -4.13408 0.66918
C 2.73685 0.13282 -3.79271
As 0.93003 -0.22827 -3.10512
C -0.02105 0.23376 -4.76492
C 0.72024 1.48777 -2.17643
H 2.76431 1.11404 -4.26755
H 3.02724 -0.62184 -4.52284
H 3.45753 0.11711 -2.97494
H 0.35883 1.17267 -5.16878
H -1.09269 0.33354 -4.59209
H 0.13107 -0.55461 -5.50182
H 0.70632 2.32430 -2.87565
H 1.55293 1.62669 -1.48692
H -0.19828 1.50069 -1.59158
C -0.41423 1.18974 3.36489
Si -1.47130 1.17815 1.76008
C -3.25144 1.50717 2.39168
C -0.99903 2.77867 0.80876
C 0.23589 3.40369 0.98611
C 0.58707 4.52777 0.25036
C -0.29723 5.05554 -0.68001
C -1.53216 4.44967 -0.87119
C -1.87087 3.32297 -0.13684
H -0.64062 2.09313 3.93611
H 0.65975 1.16975 3.16062
H -0.65518 0.32060 3.98055
H -3.19756 2.19911 3.23451
H -3.72763 0.58504 2.73136
H -3.89070 1.95560 1.62833
H 0.93754 3.01001 1.71436
H 1.55263 4.99546 0.40350
H -0.02944 5.93971 -1.24467
H -2.22941 4.86194 -1.59097
H -2.83845 2.85498 -0.30004

Results
Charge: 0
Energy relative to the best compared isomer or geometry (same formula, charge and spin), eV: 0.264
Expectation value of S²: 2.010
Spin multiplicity: 3
E_tot, eV: -144970.130
Maximum force, eV/Å: 1.284

Atom charges from the Löwdin analysis, given in e for atoms 1 to 6: 0.26, -0.02, -0.15, -0.66, 0.04, -0.15



No. 4
This record from OMol25 describes C5H10N as an isolated structure. The level of theory is ωB97M-V/def2-TZVPD.

CARTESIAN COORDINATES (ANGSTROEM)
C -1.65576 0.95675 0.97516
C 0.24914 1.25609 -0.75426
C 0.16668 -0.16363 -0.37609
C -0.24201 -1.32973 -1.14151
C 1.45358 -0.55102 0.99450
N -0.78170 0.78546 0.09965
H -1.94815 0.05576 1.54908
H -2.16853 1.87749 1.08723
H 0.93981 1.94500 -0.06386
H -0.00066 1.61215 -1.74796
H -0.45586 -1.03707 -2.17086
H -1.17575 -1.61829 -0.75903
H 0.54493 -2.12840 -1.14309
H 1.02715 -1.11589 1.83363
H 1.81789 0.48414 1.24709
H 2.22927 -1.02880 0.37031

Results
Charge: +1
Energy relative to the best compared isomer or geometry (same formula, charge and spin), eV: 3.184
Spin multiplicity: 1
E_tot, eV: -6827.018
Maximum force, eV/Å: 6.073

Atom charges from the Löwdin analysis, given in e for atoms 1 to 6: 0.21, 0.01, -0.34, -0.01, 0.09, -0.05